No. 1
{"formula": "C30H29N10O2Tl", "method": "the ωB97M-V functional and the def2-TZVPD basis", "lumo_energy_ev": -0.59, "fmax_ha_per_bohr": 0.00675, "homo_lumo_gap_ev": 7.757, "e_tot_ev": -55269.97535, "relative_energy_kj_mol": 3.4, "species": ["Tl", "O", "O", "N", "N", "N", "N", "N", "N", "N", "N", "N", "N", "C", "C", "C", "C", "C", "C", "C", "C", "C", "C", "C", "C", "C", "C", "C", "C", "C", "C", "C", "C", "C", "C", "C", "C", "C", "C", "C", "C", "C", "C", "H", "H", "H", "H", "H", "H", "H", "H", "H", "H", "H", "H", "H", "H", "H", "H", "H", "H", "H", "H", "H", "H", "H", "H", "H", "H", "H", "H", "H"], "coordinates": [[-2.0397, 0.5890, -0.8496], [1.6894, -5.6468, -2.3228], [0.6666, -4.9739, 3.5333], [2.5761, -2.9103, -2.7680], [-1.3728, -1.9279, -1.5832], [-1.6391, 3.5830, -2.1058], [-0.3247, 3.6402, -1.8188], [-1.2863, 2.5794, 1.1945], [0.4578, 0.8793, -2.1044], [0.5794, 0.6885, 1.2265], [1.7082, -0.7183, -3.4896], [0.7828, 1.6606, 1.9631], [-1.8517, -1.5146, 1.0285], [-3.4765, 5.1809, -2.3906], [-2.0441, 4.8447, -2.1342], [-1.1255, -2.5877, 0.7072], [-0.7559, -3.3045, -3.4338], [-0.6040, -3.0252, 3.0060], [-1.9566, -1.1900, 2.3164], [1.5480, 5.2042, -1.3571], [2.1610, -1.8647, -3.0568], [-0.9673, 5.7193, -1.8751], [-0.9764, -2.8913, -0.7485], [0.5130, -5.4642, -3.0788], [2.5870, -2.3320, 0.5815], [-0.2720, -4.2734, -2.5756], [0.1246, 4.9000, -1.6806], [2.0192, -0.6488, 2.7328], [1.7199, -1.2606, 0.4164], [1.0724, 0.1119, -2.7378], [1.4551, -0.4136, 1.4810], [-0.4243, 5.1151, 1.9275], [0.3789, 4.0086, 2.1426], [-0.4193, -4.0721, -1.2117], [2.8641, -1.7321, 2.8979], [3.1536, -2.5691, 1.8235], [-0.0951, 2.7691, 1.7379], [-2.0556, 3.6456, 1.0034], [-1.6674, 4.9336, 1.3449], [-0.4929, -3.3695, 1.6731], [-1.3607, -1.9046, 3.3348], [-1.2907, -2.1487, -2.8921], [0.0936, -3.8050, 4.0843], [-1.6164, -1.3364, -3.5344], [0.1922, 2.7598, -1.8270], [1.3549, 4.0777, 2.6023], [-3.5734, 5.9074, -3.1980], [0.8616, -3.1616, 4.5282], [2.1723, -4.7970, -2.3797], [1.8102, 4.8293, -0.3652], [0.7385, -5.3046, -4.1395], [-0.0715, -6.3828, -2.9977], [-4.0247, 4.2816, -2.6671], [-0.0492, -4.8249, -0.5313], [-0.6594, -3.4099, -4.5065], [1.2072, -5.4020, 4.2020], [-0.6328, -4.0522, 4.8673], [-2.3284, 5.7667, 1.1526], [3.8195, -3.4116, 1.9612], [-2.5449, -0.3056, 2.5380], [2.2270, 4.7455, -2.0768], [1.7136, 6.2797, -1.3698], [-3.0211, 3.4639, 0.5454], [-0.0852, 6.1030, 2.2108], [3.3086, -1.9230, 3.8672], [1.7888, 0.0167, 3.5536], [-3.9498, 5.6121, -1.5051], [1.2502, -1.0555, -0.5347], [-1.4781, -1.5865, 4.3635], [2.8043, -2.9725, -0.2629], [-0.9811, 6.7965, -1.8405], [0.1150, -4.2179, 1.4019]]}

=====

No. 2
{"formula": "C4H4O3", "method": "the ωB97M-V functional and the def2-TZVPD basis", "lumo_energy_ev": -0.39, "smiles": "O=CC(C=O)=CO", "fmax_ha_per_bohr": 0.00909, "homo_lumo_gap_ev": 9.695, "e_tot_ev": -10354.36501, "relative_energy_kj_mol": 81.7, "species": ["O", "O", "O", "C", "C", "C", "C", "H", "H", "H", "H"], "coordinates": [[-1.9743, 0.6454, 0.6127], [1.7374, 1.6689, -0.8990], [-1.1321, -1.8274, 0.4435], [0.2149, 0.0415, -0.0775], [1.4853, 0.5100, -0.6399], [-0.0172, -1.3565, 0.2205], [-0.7767, 0.9506, 0.1887], [0.8701, -2.0107, 0.3017], [2.2214, -0.2926, -0.8624], [-2.0339, -0.3477, 0.6323], [-0.5950, 2.0185, 0.0793]]}

=====

No. 3
{"formula": "C6H11N2OP", "method": "the ωB97M-V functional and the def2-TZVPD basis", "lumo_energy_ev": [-0.42, -0.42], "fmax_ha_per_bohr": 0.09870, "homo_lumo_gap_ev": [7.246, 7.247], "e_tot_ev": -20712.55001, "relative_energy_kj_mol": 368.4, "species": ["P", "O", "N", "N", "C", "C", "C", "C", "C", "C", "H", "H", "H", "H", "H", "H", "H", "H", "H", "H", "H"], "coordinates": [[-2.5565, 0.0110, 0.3887], [0.4633, 2.8563, -0.3979], [1.9046, 1.1350, -0.3275], [1.7975, -0.1987, 0.0334], [-0.3407, 0.6243, 0.4714], [-2.9783, 1.1208, -1.0247], [0.0877, -1.8792, 0.7681], [0.6485, 1.7043, -0.1745], [0.5885, -0.5226, 0.5174], [2.9221, -0.9624, -0.3644], [-3.9561, 1.2129, -1.2663], [-2.2899, 0.7877, -1.7803], [-0.8051, -1.7109, 1.3603], [3.9046, -0.7063, 0.2028], [-2.7578, 0.8492, 1.4632], [-2.5155, 2.1594, -0.9204], [-0.0487, -2.1257, -0.2252], [3.0146, -0.8157, -1.4775], [2.6599, -1.9742, -0.1618], [0.8487, -2.5558, 1.4164], [-0.5912, 0.9906, 1.4987]]}